1.
Density functional theory data (the ωB97M-V functional and the def2-TZVPD basis) for a cluster of 5 separate species, C19H36BNO25S5 in total.

For the orbital gap, the calculation gives 8.385 eV. The energy is -4696.63415 hartree. The HOMO energy comes out at -0.3101 Eh.

Geometry as XYZ:
```
87
Properties=species:S:1:pos:R:3:lowdin_charge:R:1
C 8.99575 2.08210 5.03366 -0.023
C 9.08833 2.37926 3.41507 -0.291
O 9.25566 3.66996 3.03432 -0.036
O 9.05074 1.33774 2.37586 -0.095
C 7.91331 0.39043 2.61164 -0.096
C 6.44101 1.11085 2.57897 -0.208
C 5.41848 0.90136 3.88157 -0.092
C 4.02236 1.16552 3.06551 -0.088
B 2.58075 1.17370 3.85505 -0.380
O 2.57159 1.46408 5.33104 0.011
N 1.22345 0.94281 3.14712 -0.140
C 0.57151 2.33620 3.19734 -0.102
C 0.36574 -0.02117 3.93911 -0.100
C 4.28153 0.03853 1.86917 -0.176
O 3.49424 -0.93754 1.41062 0.013
O 5.68840 0.40051 1.49174 -0.090
H 8.66466 3.06491 5.59946 0.108
H 10.05518 1.75768 5.41972 0.102
H 8.22638 1.22197 5.29282 0.075
H 7.95905 -0.36327 1.68808 0.160
H 8.12910 -0.24310 3.58110 0.137
H 6.41553 2.29879 2.46552 0.178
H 5.65175 1.48110 4.87033 0.128
H 5.36840 -0.24086 4.21358 0.150
H 4.09744 2.20101 2.52570 0.159
H 2.95958 2.39882 5.41023 0.122
H 1.41873 3.14383 3.01782 0.105
H -0.31046 2.45012 2.42279 0.080
H 0.18237 2.48647 4.31185 0.114
H 0.87764 -0.47393 4.89002 0.099
H 0.10694 -0.91666 3.20248 0.096
H -0.67675 0.45341 4.26185 0.087
C -0.21667 -2.23393 0.18487 -0.159
C -0.79713 -3.03985 -0.97413 -0.188
O -1.72899 -3.93724 -0.37489 -0.185
S -2.38535 -3.22215 0.93593 0.674
O -3.65823 -2.65450 0.55035 -0.255
O -2.22844 -4.10776 2.06619 -0.239
O -1.30785 -2.00663 1.07529 -0.206
H 0.54637 -2.80768 0.72072 0.137
H 0.20977 -1.28322 -0.14613 0.143
H -0.03015 -3.59067 -1.52378 0.114
H -1.34758 -2.39409 -1.66646 0.118
C 2.81182 -1.68243 -4.93303 -0.162
C 3.12357 -2.30616 -3.57527 -0.168
O 1.93928 -2.12750 -2.80176 -0.189
S 0.64536 -2.18361 -3.79324 0.635
O 0.09821 -3.52134 -3.74577 -0.268
O -0.15121 -0.99908 -3.57241 -0.245
O 1.45014 -2.01308 -5.20078 -0.176
H 2.89617 -0.59159 -4.89434 0.134
H 3.46059 -2.06891 -5.72360 0.136
H 3.97858 -1.83341 -3.08617 0.138
H 3.30692 -3.38181 -3.66850 0.133
C -4.46591 1.43924 1.14540 -0.163
C -5.26699 2.42986 1.98603 -0.170
O -4.43744 2.72382 3.10773 -0.187
S -2.87506 2.64880 2.64540 0.677
O -2.42468 3.99246 2.35753 -0.231
O -2.17517 1.75935 3.54286 -0.268
O -3.11072 1.87707 1.22878 -0.182
H -4.52400 0.42947 1.56435 0.135
H -4.79686 1.41963 0.10359 0.115
H -6.22559 2.01953 2.31235 0.141
H -5.43815 3.36295 1.43888 0.129
C -3.32497 -3.00305 -7.02250 -0.170
C -3.96063 -3.71720 -5.83269 -0.167
O -3.00237 -3.61683 -4.78176 -0.163
S -2.18272 -2.21603 -4.94412 0.773
O -2.78366 -1.23718 -4.06557 -0.206
O -0.76878 -2.51127 -4.94361 -0.376
O -2.64200 -1.87827 -6.47150 -0.174
H -2.58580 -3.64182 -7.51661 0.135
H -4.06927 -2.67652 -7.75372 0.137
H -4.18835 -4.76384 -6.04823 0.140
H -4.87297 -3.20598 -5.50773 0.133
C -6.99553 1.01760 -2.27563 -0.165
C -7.75641 1.79332 -3.34757 -0.172
O -8.27474 2.94160 -2.68006 -0.190
S -7.23945 3.37981 -1.49829 0.675
O -6.39932 4.44196 -2.00538 -0.227
O -7.97624 3.48208 -0.26010 -0.236
O -6.36056 2.00705 -1.46756 -0.222
H -7.68110 0.44760 -1.64030 0.136
H -6.25166 0.34131 -2.70524 0.140
H -8.56496 1.20724 -3.79086 0.138
H -7.08156 2.13823 -4.13811 0.135
```

2.
Density functional theory data (the ωB97M-V functional and the def2-TZVPD basis) for the molecule C5H8N2S.

Its energy above the lowest of the compared OMol25 structures with the same formula, charge and spin is 117.4 kcal per mole. For the orbital gap (alpha / beta), the calculation gives 6.028 / 6.282 eV. The energy is -702.84295 hartree. The HOMO energy (alpha / beta) comes out at -0.2700 / -0.2742 Eh.

Geometry as XYZ:
```
16
Properties=species:S:1:pos:R:3:lowdin_charge:R:1
C 1.35393 0.56480 -1.66131 -0.104
C 0.24590 -0.22164 -2.06588 -0.892
C 0.88094 0.16583 0.61605 -0.021
C 0.48467 0.82756 1.86923 -0.093
C -1.60026 -1.54403 -1.22137 -0.149
N -0.61187 -0.53817 -1.13706 -0.029
N 1.51271 0.80038 -0.35139 0.005
S 0.09426 -0.65918 -3.71087 0.515
H 2.06660 0.94762 -2.36966 0.110
H 0.14750 1.85795 1.72448 0.079
H -0.30632 0.25793 2.35153 0.077
H 1.34320 0.82895 2.54668 0.089
H -1.29828 -2.36802 -1.87697 0.064
H -1.80575 -1.92186 -0.21944 0.079
H -2.52519 -1.10743 -1.61345 0.091
H 2.19589 1.52413 -0.11270 0.180
```

3.
Density functional theory data (the ωB97M-V functional and the def2-TZVPD basis) for a cluster of 2 separate species, CH3BrI2Si in total.

Its energy above the lowest of the compared OMol25 structures with the same formula, charge and spin is 102.7 kcal per mole. For the orbital gap (alpha / beta), the calculation gives 5.524 / 5.525 eV. The energy is -3498.74721 hartree. The HOMO energy (alpha / beta) comes out at -0.3140 / -0.3140 Eh.

Geometry as XYZ:
```
8
Properties=species:S:1:pos:R:3:lowdin_charge:R:1
C 0.46663 -0.59358 0.02047 -0.648
Si -0.30462 0.85271 -0.96531 0.277
Br 2.61431 -0.35835 0.02726 0.415
I -0.19364 3.13555 0.07988 0.389
I -4.01547 0.18952 0.05241 -0.346
H 0.29490 -1.54434 -0.41896 -0.008
H 0.17461 -0.62641 1.04462 -0.005
H -0.02906 0.60590 -2.36214 -0.074
```

4.
Density functional theory data (the ωB97M-V functional and the def2-TZVPD basis) for a structure of composition C29H26BF2GdGeN7O4.

Its energy above the lowest of the compared OMol25 structures with the same formula, charge and spin is 61.6 kcal per mole. Its spin multiplicity is 8. For the orbital gap (alpha / beta), the calculation gives 8.036 / 7.235 eV. The energy is -4871.79636 hartree. As for the charge: +1. The HOMO energy (alpha / beta) comes out at -0.4183 / -0.4081 Eh.

Geometry as XYZ:
```
71
Properties=species:S:1:pos:R:3:mulliken_spin:R:1
Gd -13.47362 -10.05221 1.80507 6.568
C -17.24396 -10.76542 -0.71847 -0.001
C -16.64690 -10.85240 0.54595 -0.004
N -15.38181 -10.37535 0.49050 0.012
N -15.08908 -10.15481 -0.81644 -0.003
C -16.19640 -10.20944 -1.54833 0.001
B -13.69390 -9.71389 -1.38151 0.016
N -13.38833 -8.24198 -0.77937 -0.018
C -13.34055 -7.10140 -1.45576 0.002
C -13.27621 -6.05068 -0.50741 -0.001
C -13.26158 -6.66909 0.72597 -0.010
N -13.34415 -8.04981 0.61197 0.049
N -12.60185 -10.74461 -1.01247 -0.015
C -11.99091 -11.59425 -1.81998 0.002
C -11.10137 -12.44624 -1.12373 0.000
C -11.20128 -12.02435 0.18647 -0.003
N -12.22510 -11.08351 0.29107 0.050
H -18.22216 -11.06493 -1.12780 0.000
H -17.12752 -11.24885 1.45718 0.000
H -16.26116 -10.01509 -2.60898 0.000
H -13.72039 -9.54565 -2.62435 0.000
H -13.24770 -7.06750 -2.51860 0.000
H -13.19055 -4.93850 -0.48392 0.000
H -12.97714 -6.27153 1.65418 0.000
H -12.10095 -11.52635 -2.84647 0.000
H -10.42919 -13.20719 -1.55206 0.000
H -10.68520 -12.30810 1.06326 -0.001
O -14.02214 -11.73362 3.34568 0.025
C -13.87215 -12.32528 4.48014 0.013
O -13.33240 -13.48073 4.68435 0.000
C -14.52025 -11.69381 5.66890 0.000
C -15.76837 -11.14977 5.36691 -0.001
C -16.79124 -11.24248 6.30555 0.000
C -16.41230 -11.38402 7.60345 0.000
C -15.02358 -11.58258 8.00309 0.000
C -14.07841 -11.84481 6.99703 -0.001
N -17.52706 -11.25038 8.49966 0.000
O -18.62561 -11.61805 8.08957 0.000
O -17.14522 -10.91795 9.64874 0.000
H -15.98290 -10.77392 4.33114 0.001
H -17.81035 -11.12307 5.95113 0.000
H -14.98327 -11.76505 9.07985 0.000
H -13.10509 -12.06715 7.24473 0.000
Ge -12.09578 -14.48347 3.73490 0.001
C -12.77819 -16.31445 3.47861 0.000
C -12.27961 -16.95349 2.37191 0.000
C -12.35869 -18.37000 2.25850 0.000
C -12.74205 -19.07210 3.43478 0.000
C -13.25079 -18.44205 4.52978 0.000
C -13.43911 -17.06392 4.45154 0.000
C -10.68860 -14.45017 5.05500 0.001
C -10.27981 -15.69792 5.49256 0.000
C -9.43703 -15.87406 6.65113 0.000
C -9.06194 -14.78127 7.37584 0.000
C -9.46883 -13.50479 6.89735 0.000
C -10.28140 -13.33827 5.75867 0.000
H -11.59739 -13.75708 2.40962 0.000
H -11.93689 -16.40833 1.50186 0.000
H -12.11644 -18.94169 1.39982 0.000
H -12.69218 -20.19164 3.48228 0.000
H -13.49379 -19.04781 5.43991 0.000
H -13.97952 -16.55371 5.14999 0.000
H -10.62887 -16.58896 4.89583 0.000
H -9.04293 -16.82489 6.79354 0.000
H -8.56788 -14.70769 8.32305 0.000
H -9.11856 -12.57421 7.40885 0.000
H -10.51843 -12.30578 5.37473 -0.001
F -10.97614 -11.06384 3.26247 0.015
C -11.27124 -9.68639 3.00296 0.271
F -11.34745 -8.98423 4.21311 0.017
H -10.34433 -9.27958 2.53861 0.015
```